1.
{"formula": "C28H35AsBrGePdSi2", "method": "ωB97M-V/def2-TZVPD", "relative_energy_kj_mol": 233.89, "total_energy_ha": -8680.52524, "charge": 3, "spin_multiplicity": 1, "homo_energy_ha": [-0.61483, -0.61479], "symbols": ["Pd", "Br", "As", "Ge", "Si", "Si", "C", "C", "C", "C", "C", "C", "C", "C", "C", "C", "C", "C", "C", "C", "C", "C", "C", "C", "C", "C", "C", "C", "C", "C", "C", "C", "C", "C", "H", "H", "H", "H", "H", "H", "H", "H", "H", "H", "H", "H", "H", "H", "H", "H", "H", "H", "H", "H", "H", "H", "H", "H", "H", "H", "H", "H", "H", "H", "H", "H", "H", "H", "H"], "coordinates": [[0.8166, 0.4786, 0.2539], [1.1150, 0.0558, 2.8315], [-0.9583, 2.1632, 0.1521], [2.3937, -1.6419, -0.2679], [0.1595, 4.2214, 0.9599], [-3.4707, 2.2999, 0.0742], [-0.5119, -3.7178, 3.6380], [1.9709, 3.8909, 0.6214], [-1.5814, -3.5450, 0.0664], [-4.0590, 0.5369, -0.0972], [-0.8835, -1.4542, -0.8740], [1.4360, -3.7771, -2.0082], [-1.0654, -4.0693, 2.4564], [-0.2818, 4.1423, 2.7822], [0.2381, -1.6625, 2.7104], [-3.6124, 3.3448, -1.4774], [3.9426, 1.7299, -2.1834], [1.2926, -5.1138, -2.3366], [-1.0019, -3.2141, 1.3237], [-0.6045, 5.6434, 0.0302], [-0.2300, -1.2103, 0.2737], [2.5247, -0.0613, -1.4403], [-1.5359, -2.7085, -0.9960], [0.1619, -2.4716, 3.7806], [-0.3231, -1.9773, 1.4617], [2.2172, 0.8476, -3.6469], [3.5633, 0.8480, -1.1873], [2.4074, -4.4270, 0.1270], [-3.9468, 3.1526, 1.6672], [1.6954, -6.0983, -1.4389], [2.2504, -5.7607, -0.2085], [1.9959, -3.4363, -0.7736], [1.8350, -0.0481, -2.6670], [3.2717, 1.7281, -3.4054], [0.8802, -5.3915, -3.2972], [-1.3538, 4.1637, 2.9811], [0.1525, 5.0464, 3.2253], [3.5796, 2.4143, -4.1839], [-3.2259, 2.8535, -2.3713], [1.1432, -3.0147, -2.7201], [-1.5651, -5.0236, 2.3497], [-2.0047, -2.9725, -1.9335], [-3.1539, 4.3308, -1.3870], [2.1788, 3.7223, -0.4361], [-5.0411, 3.1466, 1.7013], [-3.7817, -0.0757, 0.7626], [-1.6445, 5.8151, 0.3075], [2.3538, 3.0413, 1.1950], [4.0992, 0.8316, -0.2433], [-5.1509, 0.5452, -0.1547], [-0.8931, -0.7380, -1.6944], [0.5967, -2.1912, 4.7315], [-0.5758, -4.3807, 4.4893], [2.5293, 4.7780, 0.9349], [0.1602, 3.2870, 3.2947], [-3.6866, 0.0585, -1.0042], [2.5765, -6.5311, 0.4766], [2.8607, -4.1628, 1.0763], [1.7088, 0.8525, -4.6016], [-3.6218, 4.1933, 1.7089], [3.2050, -1.4973, 1.0172], [-2.0991, -4.4921, -0.0228], [1.0394, -0.7644, -2.8596], [4.7731, 2.4028, -2.0163], [-0.5369, 5.5402, -1.0534], [-0.0301, 6.5333, 0.3099], [1.5869, -7.1410, -1.7076], [-3.5949, 2.6339, 2.5599], [-4.6854, 3.4980, -1.6368]]}

=====

2.
{"formula": "C4H4OS", "method": "ωB97M-V/def2-TZVPD", "relative_energy_kj_mol": 277.63, "total_energy_ha": -628.12926, "charge": 0, "spin_multiplicity": 1, "homo_energy_ha": -0.34564, "smiles": "C#C[C@@H](S)C=O", "symbols": ["S", "O", "C", "C", "C", "C", "H", "H", "H", "H"], "coordinates": [[-1.7234, -1.0080, 0.0108], [2.2001, -0.9818, 0.0869], [0.0622, 2.1431, -0.0681], [0.0265, 0.9719, -0.0622], [-0.0537, -0.3853, 0.2636], [1.0979, -1.3205, -0.2206], [0.8545, -2.1953, -0.8397], [0.1061, 3.2176, -0.1099], [-2.4937, 0.0063, -0.4600], [-0.0766, -0.4480, 1.3992]]}

=====

3.
{"formula": "C3H12NSi", "method": "ωB97M-V/def2-TZVPD", "relative_energy_kj_mol": 343.04, "total_energy_ha": -465.37121, "charge": 1, "spin_multiplicity": 1, "homo_energy_ha": -0.51733, "symbols": ["Si", "N", "C", "C", "C", "H", "H", "H", "H", "H", "H", "H", "H", "H", "H", "H", "H"], "coordinates": [[-2.6864, 0.0413, -0.2992], [0.5708, -0.0565, -0.1713], [1.9848, 0.3079, -0.4676], [-0.4384, 0.9176, -0.0411], [0.6831, -1.0167, 0.9288], [0.9813, -0.4790, 1.7959], [-0.3526, -1.4234, 1.0617], [1.9647, 1.3140, -0.8686], [-4.0244, 0.8360, 0.0360], [-0.1037, 1.4056, 0.8487], [2.5169, -0.2890, -1.2231], [2.6496, 0.3187, 0.3834], [0.0903, -0.5633, -0.8635], [-0.5059, 1.5077, -0.9256], [-2.2743, -0.1492, -1.6817], [1.4254, -1.7444, 0.7181], [-2.4812, -0.9273, 0.7693]]}

=====

4.
{"formula": "CH3IN2", "method": "ωB97M-V/def2-TZVPD", "relative_energy_kj_mol": 405.41, "total_energy_ha": -446.88909, "charge": 0, "spin_multiplicity": 1, "homo_energy_ha": [-0.33172, -0.33167], "symbols": ["I", "N", "N", "C", "H", "H", "H"], "coordinates": [[1.8515, 1.4620, -2.0699], [-0.4114, -0.5515, -0.1768], [-0.6433, -0.4746, 1.0207], [3.1270, -0.1463, -1.9543], [0.6207, -0.6253, -0.2909], [2.4874, -1.0605, -1.8576], [-1.5395, -0.3082, 1.2443]]}

=====

5.
{"formula": "C28H67BN8O9P", "method": "ωB97M-V/def2-TZVPD", "total_energy_ha": -2588.60249, "charge": -1, "spin_multiplicity": 1, "homo_energy_ha": -0.10298, "symbols": ["P", "O", "O", "O", "O", "O", "O", "O", "O", "O", "N", "N", "N", "N", "N", "N", "N", "N", "C", "C", "C", "C", "C", "C", "C", "C", "C", "C", "C", "C", "C", "C", "C", "C", "C", "C", "C", "C", "C", "C", "C", "C", "C", "C", "C", "C", "B", "H", "H", "H", "H", "H", "H", "H", "H", "H", "H", "H", "H", "H", "H", "H", "H", "H", "H", "H", "H", "H", "H", "H", "H", "H", "H", "H", "H", "H", "H", "H", "H", "H", "H", "H", "H", "H", "H", "H", "H", "H", "H", "H", "H", "H", "H", "H", "H", "H", "H", "H", "H", "H", "H", "H", "H", "H", "H", "H", "H", "H", "H", "H", "H", "H", "H", "H"], "coordinates": [[2.5826, 2.2264, -0.7353], [3.2885, 3.2969, -1.8157], [0.6520, 3.1052, -3.4069], [-7.6600, -0.5569, -1.6150], [-3.8571, 2.4841, 0.7607], [0.7137, -4.8719, -0.1935], [6.5705, -3.0461, -2.4339], [7.8117, 0.4116, 1.7684], [-1.0727, -0.5646, -0.6504], [-1.5928, 1.9697, 5.7383], [-5.6219, 1.1816, 1.2115], [-1.7900, 0.0835, 1.3769], [8.7160, -0.9955, 0.2761], [0.3580, 3.0415, 5.4430], [-1.0617, -6.1431, -0.6979], [-1.0843, 1.8233, -2.7741], [4.6132, -3.9586, -1.8124], [-6.3111, 0.4657, -3.0896], [2.3488, 1.5307, 2.9536], [-1.6808, 4.3627, 5.6966], [-5.0634, 2.3792, 0.9033], [0.2084, -5.9775, -0.2357], [-5.9935, 3.5596, 0.7260], [-2.4686, 1.5603, -2.4505], [-2.0822, -0.0499, 2.7958], [5.3496, -2.9643, -2.3640], [-1.8200, -7.3698, -0.8211], [2.3834, 0.1760, 2.9966], [7.6123, 1.0385, -0.5400], [1.5276, 2.3158, 2.0037], [-5.7179, 0.7453, -4.3865], [9.0552, -1.5038, -1.0420], [-0.5503, 2.9772, -3.2386], [4.6006, -1.7564, -2.8684], [3.1698, -4.0124, -1.6249], [-0.9763, 3.0246, 5.6299], [3.8293, 0.8700, -0.5425], [-7.0228, 0.8597, 1.3989], [1.2396, 4.1867, 5.2918], [0.9518, -7.2164, 0.2154], [8.0444, 0.1463, 0.6020], [-0.8867, -2.1854, 1.0973], [-1.2482, -0.8299, 0.5340], [-1.5141, 4.1111, -3.5233], [-7.2583, -0.4468, -2.7632], [-7.7930, -1.3162, -3.8804], [2.5426, 3.1575, 0.9763], [4.0503, -1.2727, -2.0633], [0.6719, 5.1098, 5.3574], [1.4499, -0.3482, 2.8477], [0.8818, 3.0310, 2.5093], [8.6966, -0.8312, -1.8116], [-3.0900, 2.4392, -2.6071], [7.0747, 1.8934, -0.1421], [2.7070, -3.1075, -2.0026], [3.2731, -0.0158, -0.2304], [0.4331, -7.7055, 1.0405], [-7.1951, 0.4702, 2.4042], [-8.2601, -0.7101, -4.6573], [-6.5467, 3.7619, 1.6436], [1.9986, 4.1882, 6.0769], [5.1650, -4.7384, -1.4936], [-7.3417, 0.1086, 0.6742], [-1.5439, 4.9178, 4.7681], [-2.2386, 3.8251, -4.2882], [2.0419, 4.2566, 0.7575], [4.2816, 0.6793, -1.5154], [-1.7679, -2.6854, 1.5052], [0.8611, 1.6497, 1.4480], [-2.0510, 4.3987, -2.6186], [2.6957, 3.2982, -2.5734], [4.6079, 1.0919, 0.1901], [-2.7303, -7.3239, -0.2203], [-5.9892, 1.0094, -2.3031], [0.7711, 2.1211, 5.3909], [5.3213, -1.0514, -3.2711], [8.9788, -1.5438, 1.0783], [3.2963, -0.3999, 3.0957], [-4.9468, 0.4375, 1.3053], [2.7537, -4.8686, -2.1592], [-0.4748, -2.7878, 0.2919], [-6.1325, 0.1072, -5.1595], [2.9222, -4.1124, -0.5734], [-7.6335, 1.7462, 1.2642], [-2.7401, 4.1773, 5.8473], [-5.3898, 4.4268, 0.4781], [2.9321, 2.1119, 3.6712], [-5.9054, 1.7862, -4.6545], [-2.5286, 1.2685, -1.4032], [1.0587, -7.9286, -0.6037], [-1.5372, 0.6931, 3.3796], [3.8982, -2.0348, -3.6553], [-1.4996, -5.2798, -0.9797], [10.1382, -1.6152, -1.1468], [-1.8077, -1.0381, 3.1520], [-1.3019, 4.9634, 6.5244], [-0.9376, 4.9599, -3.8779], [-3.1498, 0.1058, 2.9773], [6.9532, 0.5059, -1.2253], [-2.0026, 0.9700, 0.9399], [-6.7064, 3.3772, -0.0795], [-2.8590, 0.7314, -3.0477], [-0.4111, 1.0842, -2.6163], [-2.1068, -7.5454, -1.8598], [8.5814, -2.4719, -1.1941], [8.4859, 1.4036, -1.0836], [3.6576, 3.3547, 1.4597], [-1.2284, -8.2136, -0.4822], [-6.9945, -1.9073, -4.3300], [-4.6420, 0.5822, -4.3372], [1.7465, 4.1562, 4.3257], [-8.5356, -1.9859, -3.4589], [1.9379, -6.9118, 0.5510], [-0.1395, -2.0895, 1.8806]]}

=====

6.
{"formula": "C7H10", "method": "ωB97M-V/def2-TZVPD", "relative_energy_kj_mol": 410.66, "total_energy_ha": -272.56159, "charge": 0, "spin_multiplicity": 1, "homo_energy_ha": -0.31968, "smiles": "C=CC=C.C#CC", "symbols": ["C", "C", "C", "C", "C", "C", "C", "H", "H", "H", "H", "H", "H", "H", "H", "H", "H"], "coordinates": [[-2.1615, 0.0083, -1.6974], [-1.2123, -1.0909, -1.6796], [-0.8112, 1.6836, 1.8098], [1.8047, -0.7396, 0.8773], [1.3262, 0.4695, 1.2406], [-0.4525, -1.9859, -1.8381], [-0.0572, 0.5409, 1.7304], [-1.4641, 0.9105, -1.6804], [1.1279, -1.4345, 0.5772], [2.8394, -0.9228, 0.7361], [-0.6060, 2.6657, 1.4166], [-2.9450, 0.0774, -0.8027], [-2.7430, -0.1196, -2.6582], [1.9516, 1.3205, 1.3110], [-1.8570, 1.6646, 2.2783], [0.2569, -2.7901, -1.6985], [-0.4280, -0.4761, 1.8461]]}

=====

7.
{"formula": "H34O17", "method": "ωB97M-V/def2-TZVPD", "relative_energy_kj_mol": 113.12, "total_energy_ha": -1299.48687, "charge": 0, "spin_multiplicity": 1, "homo_energy_ha": -0.39011, "symbols": ["O", "O", "O", "O", "O", "O", "O", "O", "O", "O", "O", "O", "O", "O", "O", "O", "O", "H", "H", "H", "H", "H", "H", "H", "H", "H", "H", "H", "H", "H", "H", "H", "H", "H", "H", "H", "H", "H", "H", "H", "H", "H", "H", "H", "H", "H", "H", "H", "H", "H", "H"], "coordinates": [[-8.9278, -2.4672, 13.3055], [-9.4010, -3.9215, 9.0970], [-6.5800, -4.9995, 8.5143], [-10.6872, -2.1693, 11.4987], [-6.8178, -6.7690, 10.8525], [-8.8647, -6.9319, 8.9520], [-9.9771, -7.3643, 12.6519], [-11.4390, -5.3772, 7.9479], [-12.3012, -4.1867, 10.7661], [-11.4669, -4.5455, 13.3731], [-5.9965, -6.7879, 13.4470], [-8.9518, -4.9818, 11.5156], [-6.6116, -3.7035, 12.6347], [-11.2304, -7.0131, 10.2967], [-8.6137, -1.1248, 10.0187], [-6.5429, -2.8245, 9.9698], [-9.1751, -5.2696, 14.9974], [-11.7603, -3.4493, 11.1140], [-9.6630, -6.4921, 12.7071], [-10.5782, -5.0588, 8.1828], [-12.2772, -4.0430, 13.4668], [-8.0861, -4.8533, 11.8689], [-6.5048, -6.9657, 14.2485], [-9.8145, -5.1557, 14.3021], [-7.2225, -5.0088, 7.7666], [-11.3961, -6.1610, 9.8929], [-8.2541, -3.0082, 12.9377], [-9.3991, -1.4622, 10.3951], [-10.7182, -6.8858, 11.0789], [-8.3918, -1.8268, 13.8287], [-5.7695, -2.4716, 9.5686], [-11.3088, -6.2850, 7.5654], [-7.6111, -6.7397, 10.2964], [-6.4696, -6.8549, 12.6422], [-8.9283, -6.5982, 8.0711], [-5.8260, -4.1155, 12.9698], [-11.3845, -1.6403, 11.8464], [-8.5189, -4.6008, 14.8673], [-6.2056, -7.3416, 10.4268], [-6.6810, -3.6293, 9.4289], [-9.9516, -2.1311, 12.1900], [-10.5925, -7.4148, 13.3926], [-6.5016, -3.1334, 11.8662], [-8.0468, -1.8855, 9.7806], [-10.0744, -3.2675, 9.0454], [-12.4850, -4.0240, 9.8249], [-9.7512, -7.0572, 9.2732], [-9.0574, -4.5409, 10.6820], [-8.8140, -3.7131, 8.3232], [-11.1533, -4.2279, 12.5229], [-6.9959, -5.5905, 9.1218]]}

=====

8.
{"formula": "C3H12N2O", "method": "ωB97M-V/def2-TZVPD", "relative_energy_kj_mol": 164.76, "s_squared": 0.757, "total_energy_ha": -305.86990, "charge": 1, "spin_multiplicity": 2, "homo_energy_ha": [-0.47761, -0.47755], "symbols": ["O", "N", "N", "C", "C", "C", "H", "H", "H", "H", "H", "H", "H", "H", "H", "H", "H", "H"], "coordinates": [[0.5626, -0.2911, -0.8440], [0.2074, 2.6234, -0.2912], [2.1860, -0.4488, 0.5798], [-2.2452, -1.4059, 0.2973], [-3.0509, -0.7811, 1.1593], [1.9441, -0.5237, -0.8464], [-1.7583, -2.2842, 0.7168], [-0.7616, 2.7416, -0.5758], [0.2607, 3.0194, 0.6323], [-3.4070, 0.2305, 0.9764], [2.2504, 0.4944, 0.9813], [0.7030, 3.1332, -1.0084], [2.5050, 0.1675, -1.4702], [0.3614, 0.6728, -0.7222], [-3.0319, -1.0593, 2.2039], [-1.8410, -1.0631, -0.6402], [1.4075, -0.9139, 1.0692], [2.0661, -1.5488, -1.1905]]}

=====

9.
{"formula": "C25H49N3O7P2Pd", "method": "ωB97M-V/def2-TZVPD", "s_squared": 2.005, "total_energy_ha": -2483.27679, "charge": 2, "spin_multiplicity": 3, "homo_energy_ha": [-0.50841, -0.51771], "symbols": ["Pd", "P", "P", "O", "O", "O", "O", "O", "O", "O", "N", "N", "N", "C", "C", "C", "C", "C", "C", "C", "C", "C", "C", "C", "C", "C", "C", "C", "C", "C", "C", "C", "C", "C", "C", "C", "C", "C", "H", "H", "H", "H", "H", "H", "H", "H", "H", "H", "H", "H", "H", "H", "H", "H", "H", "H", "H", "H", "H", "H", "H", "H", "H", "H", "H", "H", "H", "H", "H", "H", "H", "H", "H", "H", "H", "H", "H", "H", "H", "H", "H", "H", "H", "H", "H", "H", "H"], "coordinates": [[0.5245, -0.3134, 0.2170], [-2.3266, -1.6754, 0.1430], [-1.4396, 0.1827, 2.4877], [-3.5815, -1.6401, -0.7746], [-1.0158, -1.5790, -0.5960], [-0.2797, 1.2519, -1.0316], [-0.1943, 0.8006, 1.9129], [-2.0966, 1.1893, 3.4565], [-2.3208, -2.9692, 1.0105], [-1.1424, -1.1890, 3.1868], [-0.9355, 3.1182, -2.0824], [1.6560, -1.1396, -1.3989], [1.0014, 3.1362, -0.7990], [-0.0908, -2.4203, 4.9485], [4.0261, -4.2672, 0.1103], [-3.7697, -0.1476, 4.7078], [0.9531, -2.2902, 2.6624], [1.9167, -3.4759, -0.7427], [-0.0645, 2.4786, -1.2831], [-2.1149, 2.4459, -2.6031], [-3.3708, 1.2234, 4.2214], [1.3098, 4.5278, -1.1561], [-3.2441, -1.4567, -3.1716], [-3.7008, -2.3765, -2.0663], [-5.1449, -2.7942, -2.1704], [-3.5071, -3.6876, 1.5364], [-3.2291, -3.9688, 2.9926], [-4.4176, 1.9250, 3.3907], [2.4900, -2.2271, -0.9369], [3.8162, -1.9816, -0.6128], [1.8688, 2.5912, 0.2290], [-0.7943, 4.5345, -2.4220], [0.6723, 4.9014, -2.4740], [-2.6224, -0.2500, 1.2047], [4.5837, -3.0116, -0.0882], [2.6979, -4.4973, -0.2220], [0.1799, -1.5592, 3.7386], [-3.6871, -4.9383, 0.7112], [4.6302, -5.0679, 0.5132], [0.9633, 5.1838, -0.3514], [0.8779, -3.6496, -0.9969], [-4.0480, -0.8110, 3.8861], [2.3960, 4.6141, -1.2039], [-3.2819, -1.9933, -4.1205], [-2.3790, -4.6448, 3.0905], [-4.5494, -5.4968, 1.0761], [-3.0450, -3.2465, -1.9863], [-2.8078, -5.5763, 0.7956], [1.3103, -1.6305, 1.8497], [2.2664, -5.4794, -0.0839], [-4.7811, 1.3071, 2.5683], [4.2562, -1.0050, -0.7782], [-3.5861, -0.4414, 1.6872], [0.8497, -2.6633, 5.4426], [-4.6479, -0.0437, 5.3458], [2.2118, -0.4210, -1.8567], [-2.0888, 1.3912, -2.3505], [-2.9816, -0.6181, 5.2920], [-4.0975, -4.4486, 3.4445], [-3.0100, -3.0555, 3.5416], [-5.2927, -3.3639, -3.0881], [2.8448, 2.3193, -0.1787], [-0.7199, -1.8963, 5.6659], [-5.4405, -3.4236, -1.3323], [-2.7485, 0.6254, 0.5602], [-1.3321, 5.1496, -1.6939], [-4.0365, 2.8642, 2.9945], [-0.5790, -3.3514, 4.6612], [-3.0864, 1.8505, 5.0644], [0.6821, -0.6336, 4.0233], [-2.2203, -1.1217, -3.0136], [0.9542, -1.4650, -2.0600], [-5.7936, -1.9198, -2.2045], [-3.8577, -4.7107, -0.3394], [0.7924, 5.9687, -2.6524], [-2.1449, 2.5508, -3.6883], [-3.0189, 2.8980, -2.1895], [1.1577, 4.3705, -3.2951], [-1.2725, 4.6806, -3.3897], [1.4176, 1.7355, 0.7357], [1.8682, -2.7180, 3.0749], [-4.3621, -3.0163, 1.4174], [5.6213, -2.8306, 0.1564], [2.0151, 3.3447, 1.0040], [-5.2754, 2.1516, 4.0247], [-3.9040, -0.5925, -3.2474], [0.3570, -3.0911, 2.2241]]}